1.
21
Properties=species:S:1:pos:R:3:forces:R:3:nbo_charge:R:1 method="wB97M-V/def2-TZVPD" e_above_lowest_kj_mol=201.2 homo_lumo_gap_ev=9.905 total_energy_ev=-19750.7149 charge=+1 homo_ev=-13.159
C -1.213 -1.716 1.983 -0.3 0.2 -0.5 -0.657
C -1.251 -0.767 0.693 0.5 1.0 1.9 -0.028
C -1.652 0.778 0.939 -1.0 -1.5 1.5 -0.599
S -1.214 1.965 -0.343 -0.8 0.1 -0.2 -0.010
N 0.173 -0.699 -0.057 -2.4 1.1 -0.6 -0.736
H -0.695 -1.279 2.851 -0.3 -0.3 -0.3 0.235
H -0.788 -2.681 1.696 0.8 0.2 -0.1 0.228
H -2.218 -2.166 2.267 0.7 1.6 -0.3 0.268
H -1.931 -1.368 0.128 -0.1 0.4 -1.5 0.229
H -2.735 0.976 1.116 0.6 -1.0 -0.4 0.272
H -1.310 0.996 1.975 0.6 0.3 -0.9 0.242
H -2.521 2.180 -0.737 1.1 -0.2 0.1 0.168
H 0.726 -1.485 0.203 0.3 -1.2 -0.6 0.429
H -0.032 -0.475 -1.072 0.4 -1.3 1.0 0.474
H 0.806 0.084 0.113 0.0 0.7 0.9 0.471
H 3.345 -2.318 -2.538 0.4 -0.3 -0.2 0.493
H 2.442 -2.460 -1.277 0.5 0.8 -2.1 0.461
O 2.554 -1.954 -2.147 -0.8 -0.6 2.4 -0.949
H 3.362 1.550 -0.186 -1.0 0.4 0.3 0.499
H 3.253 0.152 -0.708 -3.1 2.7 1.3 0.492
O 2.596 0.952 -0.307 3.9 -3.3 -1.7 -0.981

***

2.
18
Properties=species:S:1:pos:R:3:forces:R:3:nbo_charge:R:1 method="wB97M-V/def2-TZVPD" e_above_lowest_kj_mol=104.2 homo_lumo_gap_ev=11.388 total_energy_ev=-7873.2111 charge=+1 homo_ev=-14.663
C -1.501 -0.251 -1.343 -0.2 0.1 0.4 -0.594
C -1.282 -0.782 0.095 0.4 -0.1 -0.9 -0.466
C -0.360 0.088 0.888 0.7 -1.4 -0.7 0.164
C -0.621 1.198 1.520 -0.6 1.2 0.7 -0.381
N 1.050 -0.462 1.019 0.1 1.0 1.4 -0.710
H -2.182 -0.924 -1.860 -0.3 0.3 0.0 0.233
H -1.880 0.768 -1.273 -0.3 -0.1 -0.3 0.216
H -0.599 -0.227 -1.951 0.3 0.0 0.3 0.219
H -2.211 -0.866 0.648 -0.3 0.0 -0.1 0.249
H -0.884 -1.789 -0.060 0.1 0.0 0.6 0.219
H -1.637 1.559 1.636 -0.1 -0.2 -0.5 0.249
H 0.065 1.879 2.011 0.4 -0.5 0.0 0.228
H 1.048 -1.407 1.383 -0.3 -0.5 -0.3 0.434
H 1.400 0.072 1.824 0.5 0.0 -0.4 0.438
H 1.722 -0.396 0.234 -0.6 0.4 -0.4 0.479
H 1.954 1.095 -1.992 -0.2 0.7 0.0 0.501
H 2.494 -0.287 -2.164 -0.1 -0.1 0.2 0.498
O 1.973 0.251 -1.548 0.4 -0.7 -0.2 -0.976

***

3.
109
Properties=species:S:1:pos:R:3:forces:R:3:mulliken_charge:R:1 method="wB97M-V/def2-TZVPD" e_above_lowest_kj_mol=24.1 homo_lumo_gap_ev="6.662 / 6.658" total_energy_ev=-140782.5962 charge=+1 homo_ev="-9.796 / -9.636"
Os -1.184 0.311 0.113 1.3 -0.2 -0.1 1.140
C -2.428 -1.129 -3.891 0.0 0.0 0.0 -0.696
Si -1.459 0.438 -3.526 0.1 0.0 0.1 -0.074
C -0.201 0.630 -4.892 0.0 0.0 0.0 -1.173
C -2.641 1.880 -3.580 0.1 0.0 0.0 -0.618
N -0.651 0.358 -1.973 0.1 0.1 -0.4 -0.100
P 0.907 0.116 -1.598 -0.1 0.0 -0.3 2.468
C 0.734 0.048 0.116 -1.5 -0.3 -0.1 -0.649
P 0.829 -0.295 1.809 0.1 0.0 0.3 1.540
N -0.745 -0.303 2.153 0.2 0.1 0.2 0.519
Si -1.614 -1.135 3.412 0.1 0.1 0.0 0.444
C -3.419 -0.678 3.272 0.0 0.0 0.0 -1.057
C -1.419 -3.008 3.282 0.0 0.0 0.0 -0.671
C -0.978 -0.625 5.094 0.0 0.0 0.0 -1.293
C 1.752 1.006 2.634 0.1 0.0 0.0 0.480
C 3.099 1.187 2.315 0.0 0.0 0.0 -0.534
C 3.812 2.217 2.903 0.0 0.0 0.0 -0.753
C 3.183 3.065 3.808 0.0 0.0 0.0 -0.629
C 1.843 2.890 4.119 0.0 0.0 0.0 -0.918
C 1.122 1.861 3.528 0.0 0.0 0.0 -0.521
C 1.684 -1.838 2.160 0.0 0.0 -0.1 0.398
C 1.620 -2.868 1.221 0.0 0.0 0.0 0.236
C 2.183 -4.101 1.504 0.0 0.0 0.0 -0.939
C 2.805 -4.313 2.729 0.0 0.0 0.0 -0.716
C 2.878 -3.289 3.663 0.0 0.0 0.0 -0.792
C 2.323 -2.049 3.380 0.0 0.0 0.0 -0.750
C 2.081 1.379 -2.098 0.0 0.0 0.1 0.283
C 2.745 1.325 -3.323 0.0 0.0 0.0 -0.253
C 3.611 2.343 -3.686 0.0 0.0 0.0 -0.927
C 3.822 3.415 -2.829 0.0 0.0 0.0 -0.761
C 3.171 3.468 -1.604 0.0 0.0 0.0 -0.901
C 2.301 2.454 -1.237 0.0 0.0 0.0 -0.548
C 1.571 -1.462 -2.165 0.1 0.0 0.0 0.420
C 0.689 -2.504 -2.436 0.0 0.0 0.0 0.061
C 1.174 -3.775 -2.711 0.0 0.0 0.0 -0.766
C 2.543 -4.010 -2.702 0.0 0.0 0.0 -0.766
C 3.426 -2.977 -2.414 0.0 0.0 0.0 -0.836
C 2.943 -1.706 -2.144 0.0 0.0 0.0 -0.684
H -3.117 -0.938 -4.718 0.0 0.0 0.0 0.467
H -3.022 -1.462 -3.038 0.0 0.0 0.0 -0.095
H -1.783 -1.953 -4.200 0.0 0.0 0.0 0.360
H -0.722 0.604 -5.853 0.0 0.0 0.0 0.499
H 0.522 -0.189 -4.899 0.0 0.0 0.0 0.242
H 0.342 1.575 -4.831 0.0 0.0 0.0 0.318
H -2.866 2.128 -4.620 0.0 0.0 0.0 0.534
H -2.176 2.752 -3.125 0.0 0.0 0.0 -0.176
H -3.594 1.701 -3.082 0.0 0.0 0.1 0.262
H -3.921 -1.209 2.460 0.0 0.0 0.0 0.118
H -3.544 0.397 3.118 0.0 0.0 0.0 0.221
H -3.937 -0.939 4.198 0.0 0.0 0.0 0.506
H -1.026 -3.336 2.317 0.0 0.0 0.0 -0.207
H -2.373 -3.515 3.451 0.0 0.0 0.0 0.429
H -0.718 -3.373 4.037 0.0 0.0 0.0 0.392
H -1.213 0.416 5.326 0.0 0.0 0.0 0.346
H 0.104 -0.754 5.179 0.0 0.0 0.0 0.295
H -1.442 -1.248 5.863 0.0 0.0 0.0 0.419
H 3.586 0.525 1.607 0.0 0.0 0.0 0.437
H 4.857 2.360 2.660 0.0 0.0 0.0 0.482
H 3.742 3.869 4.270 0.0 0.0 0.0 0.425
H 1.355 3.558 4.817 0.0 0.0 0.0 0.486
H 0.068 1.732 3.739 0.0 0.0 0.0 0.466
H 1.145 -2.697 0.260 0.0 0.0 0.0 0.277
H 2.142 -4.895 0.769 0.0 0.0 0.0 0.509
H 3.245 -5.276 2.951 0.0 0.0 0.0 0.424
H 3.373 -3.454 4.611 0.0 0.0 0.0 0.466
H 2.394 -1.245 4.103 0.0 0.0 0.0 0.433
H 2.596 0.486 -3.990 0.0 0.0 0.0 0.539
H 4.127 2.298 -4.636 0.0 0.0 0.0 0.463
H 4.502 4.207 -3.114 0.0 0.0 0.0 0.433
H 3.344 4.299 -0.931 0.0 0.0 0.0 0.659
H 1.790 2.494 -0.282 0.0 0.0 0.0 0.265
H -0.374 -2.311 -2.410 -0.1 0.0 -0.1 -0.241
H 0.488 -4.581 -2.938 0.0 0.0 0.0 0.497
H 2.923 -5.000 -2.920 0.0 0.0 0.0 0.437
H 4.491 -3.163 -2.402 0.0 0.0 0.0 0.463
H 3.636 -0.904 -1.919 0.0 0.0 0.0 0.488
C -5.314 -1.384 -1.643 0.0 0.0 0.0 -1.279
N -4.248 -1.129 -0.682 0.1 0.0 0.0 0.471
C -4.093 0.254 -0.269 0.0 0.0 -0.1 -2.424
C -3.267 -2.015 -0.408 -0.1 0.1 0.0 -0.267
N -2.088 -1.591 -0.007 0.2 0.2 0.1 1.120
N -3.541 -3.340 -0.542 0.0 0.0 0.0 0.384
C -4.815 -3.892 -0.088 0.0 0.0 0.0 -1.254
C -2.446 -4.295 -0.578 0.0 0.0 0.0 -1.162
H -5.301 -0.602 -2.405 0.0 0.0 0.0 0.401
H -6.291 -1.377 -1.158 0.0 0.0 0.0 0.341
H -5.160 -2.339 -2.135 0.0 0.0 0.0 0.473
H -5.073 0.709 -0.126 0.0 0.0 0.0 0.512
H -3.559 0.852 -1.013 0.0 0.0 -0.1 0.374
H -3.592 0.297 0.702 0.0 0.0 0.1 0.667
H -1.561 -2.304 0.481 0.0 0.0 0.0 -0.947
H -5.472 -3.099 0.259 0.0 0.0 0.0 0.412
H -4.635 -4.572 0.748 0.0 0.0 0.0 0.385
H -5.312 -4.445 -0.885 0.0 0.0 0.0 0.334
H -1.608 -3.887 -1.140 0.0 0.0 0.0 0.162
H -2.792 -5.197 -1.081 0.0 0.0 0.0 0.435
H -2.107 -4.574 0.426 0.0 0.0 0.0 0.347
C 0.352 5.692 -0.702 0.0 0.0 0.0 -0.710
S -0.460 4.685 -1.968 -0.1 -0.1 -0.1 0.038
C -1.965 4.297 -1.140 0.0 0.1 0.0 -0.110
C -2.099 3.451 -0.103 0.1 0.1 -0.1 -0.043
S -0.806 2.565 0.681 -0.6 -0.1 0.3 -0.388
S -3.705 3.340 0.572 0.0 -0.1 -0.1 0.045
C -4.540 4.249 -0.653 0.0 0.4 0.3 0.085
S -6.157 4.465 -0.664 0.0 -0.2 -0.1 -0.177
S -3.430 5.058 -1.715 0.0 -0.1 -0.1 -0.125
H 1.281 6.046 -1.149 0.0 0.0 0.0 0.362
H 0.577 5.092 0.178 0.0 0.0 0.0 0.129
H -0.266 6.546 -0.439 0.0 0.0 0.0 0.405

***

4.
17
Properties=species:S:1:pos:R:3:forces:R:3:nbo_charge:R:1 method="wB97M-V/def2-TZVPD" e_above_lowest_kj_mol=147.5 homo_lumo_gap_ev=7.514 total_energy_ev=-21252.9443 charge=-1 homo_ev=-4.018
S 1.727 1.068 -2.560 0.0 1.2 0.8 -1.034
H 1.776 2.388 -2.049 -0.1 -1.5 -0.5 0.112
H -1.326 -2.040 2.029 -0.5 0.3 -0.6 0.461
H 0.160 -1.784 2.283 -1.6 -0.4 0.7 0.499
O -0.658 -2.210 2.677 1.9 -0.3 0.1 -0.968
H 1.009 0.448 1.798 -0.3 -0.1 -0.3 0.469
H -0.105 -0.009 0.761 0.5 0.6 2.0 0.507
O 0.073 0.207 1.743 0.0 -0.1 -1.9 -0.982
H -0.066 0.293 -1.423 0.4 0.7 0.2 0.508
H -1.178 -0.539 -1.769 -0.9 -1.0 -0.9 0.472
O -0.898 -0.061 -1.012 0.7 0.5 0.6 -1.032
H -2.434 1.242 -0.676 2.3 -2.1 -0.1 0.491
H -2.511 2.737 -1.142 -1.1 -2.5 1.2 0.468
O -3.013 1.952 -0.708 -1.1 4.6 -1.2 -0.968
H 1.974 -1.361 -0.523 -0.9 0.1 -1.2 0.483
H 3.085 -0.775 0.269 -2.1 -2.4 0.3 0.472
O 2.384 -1.556 0.303 2.9 2.5 0.8 -0.958